# 1
117
Properties=species:S:1:pos:R:3:lowdin_spin:R:1 method="wB97M-V/def2-TZVPD" s_squared=0.76 molar_mass_g_mol=1309.64 e_lumo_ev="2.33 / 0.88" max_force_ha_per_bohr=0.0631 relative_energy_kj_mol=696.9 gap_ev="6.39 / 5.07" multiplicity=2 total_charge=-1
Pb -1.28184 -0.14189 0.64358 0.0618
C -4.11553 -3.08998 -0.71185 -0.0002
O -5.40310 -2.66435 -1.13754 0.0000
C -5.46514 -1.26508 -1.27282 0.0001
C -6.63218 -0.67099 -1.15363 -0.0002
C -7.09294 0.66563 -1.46076 0.0003
C -6.63656 1.88684 -0.63964 0.0006
C -4.01206 0.63076 -1.02159 0.0001
C -2.32184 2.32867 -1.43080 0.0009
N -1.76707 2.15179 -0.29480 0.0180
N -0.98161 3.21228 0.21227 0.0032
C -0.52057 2.86503 1.40918 0.0008
O -0.54580 1.68156 1.91438 0.0058
C 0.25535 3.87901 2.15365 0.0003
C 1.09194 3.55706 3.18430 0.0000
C 2.00630 4.49456 3.63356 0.0000
C 2.12604 5.74817 3.05796 -0.0001
C 1.24067 6.10675 2.02218 0.0000
C 0.37607 5.18061 1.57047 0.0002
C -4.22809 -0.54227 -1.68525 -0.0004
O -3.63260 -1.05974 -2.73441 0.0055
H -4.18989 -3.94257 -0.07462 0.0000
H -3.74653 -2.34038 0.00605 -0.0003
H -3.36970 -3.14310 -1.57880 0.0000
H -7.35769 -1.37876 -0.83402 0.0000
H -8.15051 0.68182 -1.64650 0.0000
H -7.41923 2.57731 -0.44177 0.0000
H -2.01258 3.15570 -2.09980 0.0003
H 1.03230 2.53584 3.53760 0.0000
H 2.50982 4.26673 4.55224 0.0000
H 2.84730 6.49833 3.45769 0.0000
H 1.36487 7.06113 1.50680 0.0000
H -0.24958 5.37258 0.72844 0.0001
S -3.82290 0.04041 1.69654 0.0412
C -4.57274 0.84735 0.31996 0.0011
C -5.71156 1.58970 0.44727 0.0041
C -6.48393 1.81803 -2.16726 0.0005
C -5.36494 1.88026 -3.13852 0.0017
C -4.07092 1.93811 -3.00483 0.0000
N -3.41092 1.62188 -1.80921 0.0039
H -6.11077 1.82846 1.46477 0.0003
H -7.28120 2.33082 -2.61417 0.0000
H -5.63623 2.30241 -4.09218 0.0001
H -3.44852 2.12153 -3.84837 0.0000
C 1.71185 -1.18608 5.20004 0.0012
Si 2.45225 -1.64311 3.55664 0.0751
C 3.12003 -0.04785 2.78450 0.0036
C 3.98518 -2.77848 3.67377 0.0249
Ge 0.87078 -2.58962 2.04874 0.4778
Si -0.68728 -4.03071 3.19093 0.0659
C -1.34103 -5.41631 2.08662 0.0019
C 0.35120 -4.89658 4.53127 0.0282
C -2.23336 -3.19954 4.04174 -0.0001
Si 1.99736 -3.80949 0.36909 0.0758
C 0.74261 -4.48252 -0.95684 0.0002
C 3.42286 -2.87860 -0.36110 -0.0006
C 2.81121 -5.41728 1.14244 0.0346
H 2.50312 -0.55504 5.66702 0.0000
H 1.36661 -1.91218 5.89831 0.0001
H 0.93842 -0.46259 4.89476 0.0003
H 3.86256 0.43298 3.34330 0.0000
H 2.34202 0.71189 2.56738 0.0005
H 3.63763 -0.36329 1.82111 0.0002
H 4.79411 -2.14397 4.04877 0.0036
H 4.16842 -3.09321 2.66809 0.0009
H 4.04069 -3.65478 4.27408 0.0001
H -0.57843 -6.01227 1.63486 0.0003
H -1.82686 -4.88739 1.23086 0.0001
H -2.00561 -6.06996 2.64182 0.0002
H 1.32764 -5.08422 4.09035 0.0047
H -0.02206 -5.83541 4.80976 0.0036
H 0.56659 -4.34231 5.47860 0.0000
H -2.79097 -2.40711 3.47798 0.0000
H -1.92149 -2.70897 4.92358 0.0001
H -3.01386 -3.90198 4.23280 -0.0002
H 0.48823 -3.85806 -1.75237 0.0001
H -0.19124 -4.64613 -0.41198 0.0004
H 1.08261 -5.48913 -1.27915 -0.0001
H 3.23851 -1.83142 -0.60467 0.0002
H 3.77749 -3.39935 -1.24305 -0.0002
H 4.25010 -2.89962 0.29169 0.0001
H 1.98316 -6.10610 1.39624 -0.0001
H 3.36225 -5.40946 2.11415 0.0000
H 3.37889 -5.79466 0.24815 0.0051
C 5.60992 2.77986 -0.18102 0.0000
C 4.48193 3.32892 0.41100 0.0000
C 3.17667 3.03199 -0.03325 0.0000
C 3.01833 2.09845 -1.08551 -0.0001
C 4.16708 1.50797 -1.63972 0.0000
C 5.43883 1.91054 -1.23246 0.0000
As 1.21552 1.56377 -1.50967 -0.0005
C 1.64140 0.34135 -2.89145 0.0002
C 1.84103 -1.01423 -2.72570 0.0005
C 2.07898 -1.86861 -3.84146 0.0001
C 2.15401 -1.34212 -5.10074 0.0003
C 1.84660 0.01541 -5.26966 0.0004
C 1.54704 0.84447 -4.19459 0.0000
C 1.14364 2.27395 -4.18076 0.0000
C 0.85402 3.06434 -5.30320 0.0000
C 0.57966 4.40064 -5.13406 0.0000
C 0.58241 4.98296 -3.90853 0.0000
C 0.66902 4.16725 -2.77393 0.0001
C 0.89051 2.83063 -2.91579 0.0000
H 6.61890 3.00240 0.16828 0.0000
H 4.67596 4.07057 1.21780 0.0000
H 2.37677 3.52875 0.45901 0.0000
H 4.07311 0.79632 -2.38943 0.0000
H 6.26614 1.47265 -1.76006 0.0000
H 1.66588 -1.51606 -1.74623 0.0004
H 2.31596 -2.84068 -3.66804 0.0000
H 2.34817 -1.94423 -5.96701 0.0000
H 1.80281 0.44764 -6.28950 0.0000
H 0.92567 2.57768 -6.32248 0.0000
H 0.57598 5.00409 -6.05130 0.0000
H 0.54084 6.08944 -3.85183 0.0000
H 0.68480 4.66257 -1.84350 0.0000
Te -1.57320 -0.78668 -2.84125 0.0404

# 2
126
Properties=species:S:1:pos:R:3:mulliken_charge:R:1 method="wB97M-V/def2-TZVPD" molar_mass_g_mol=1329.20 e_lumo_ev=-8.42 max_force_ha_per_bohr=0.1908 relative_energy_kj_mol=0.0 gap_ev=2.66 total_charge=+2
Hf 0.43745 -3.51289 -1.02143 1.7190
C -3.27032 -1.92944 -1.98183 -1.0504
C -3.91969 -2.33639 -0.67915 1.7692
C -5.34328 -2.70222 -1.00661 -1.6225
C -6.10449 -3.45089 0.11894 -0.7596
C -5.38623 -4.70501 0.48580 -1.0906
C -3.86803 -4.44806 0.89027 1.1874
N -3.20748 -3.49227 -0.11536 0.0339
O -1.76565 -3.39928 0.08349 0.3046
C -3.29108 -5.86794 0.80540 -1.7498
C -3.82466 -3.93703 2.34407 -1.4912
C -3.97936 -1.11878 0.25012 -0.6892
H -3.90689 -1.29580 -2.59939 0.4906
H -3.02816 -2.78730 -2.60915 0.4381
H -2.34164 -1.44239 -1.68442 -0.5707
H -5.35935 -3.14219 -2.00374 0.4932
H -5.98506 -1.84217 -1.19772 0.3984
H -7.13334 -3.62437 -0.19647 0.4405
H -6.18505 -2.72227 0.92561 0.3524
H -5.27138 -5.28982 -0.42684 0.4194
H -5.90454 -5.28661 1.24817 0.4471
H -3.88931 -6.53542 1.42563 0.4353
H -2.25580 -5.94040 1.13862 0.3143
H -3.39761 -6.33973 -0.17142 0.4232
H -4.08728 -4.80189 2.95329 0.4823
H -4.49517 -3.14086 2.66752 0.3095
H -2.82405 -3.63050 2.64891 0.2480
H -4.41616 -0.27520 -0.28438 0.5848
H -2.94769 -0.89840 0.52432 -0.7357
H -4.57966 -1.38859 1.11899 0.2972
C -0.92907 0.67354 -1.52203 -1.4728
C 0.46740 0.16228 -1.68883 0.7909
C 1.46537 0.85224 -0.77091 -0.6689
O 0.46703 -1.22792 -1.56865 0.0366
H -0.92387 1.74351 -1.72994 0.3655
H -1.36903 0.55150 -0.53226 0.0640
H -1.54268 0.30028 -2.34194 0.4417
H 0.87475 0.29990 -2.69044 0.1454
H 1.09957 0.86224 0.25583 0.1785
H 1.65394 1.87327 -1.10262 0.3477
H 2.42996 0.34568 -0.73819 -0.1788
N -2.47453 5.91771 -2.91579 0.1242
C -1.89994 6.84816 -2.08087 -0.7458
C -0.74441 6.31474 -1.59464 -0.4948
C -0.56078 5.08598 -2.17341 0.4389
C -1.68039 4.85317 -2.97271 -1.0817
H -3.32466 5.97772 -3.45779 0.2369
H -2.39362 7.80586 -2.00688 0.4203
H -0.18815 6.66589 -0.73809 0.3898
H 0.20509 4.39833 -1.84630 0.2904
H -2.00011 4.06124 -3.63378 0.4434
C 5.60202 -0.34555 2.41682 0.2156
Br 4.55927 0.73473 1.13936 0.1623
Br 5.09139 0.16770 4.32852 -0.0721
Br 7.56559 -0.18103 2.18280 -0.0192
H 5.23656 -1.36510 2.29412 -0.2483
C 6.57573 -4.61954 2.36881 -0.3826
C 5.21984 -4.94370 2.29704 -0.9799
C 4.48483 -4.41337 1.28719 0.3663
C 4.95998 -3.46943 0.37375 -0.3633
C 6.34258 -3.21869 0.47282 -0.1146
C 7.17044 -3.72777 1.42565 -0.7378
N 3.96779 -2.77658 -0.52993 0.8841
O 2.80981 -3.22245 -0.66406 -0.3186
O 4.39588 -1.83264 -1.16793 -0.4800
H 7.11270 -5.18130 3.11881 0.4349
H 4.87431 -5.68860 2.99856 0.4776
H 3.52363 -4.88133 1.13383 0.2652
H 6.77618 -2.49331 -0.19965 0.4722
H 8.20904 -3.45853 1.30230 0.5122
C 3.25908 3.54197 3.83634 -0.1788
C 4.36587 4.27099 3.47054 -0.7278
C 4.43995 4.80406 2.13224 -0.4427
C 3.42403 4.53407 1.20923 -0.3074
C 2.36658 3.74355 1.62099 0.0828
C 2.24346 3.39710 2.94040 -0.5153
N 3.57461 4.98577 -0.21465 1.0058
O 4.52460 5.71735 -0.52615 -0.5805
O 2.73979 4.70942 -1.03990 -0.5706
H 3.18833 3.12828 4.83145 0.4827
H 5.09904 4.43080 4.24728 0.4289
H 5.33062 5.35275 1.86386 0.4870
H 1.57551 3.53514 0.91586 0.5402
H 1.40231 2.88180 3.38011 0.2955
C -0.95846 1.04302 4.33171 -0.2130
C 0.40475 0.94516 4.70199 -1.0615
C 1.19281 0.15169 3.88042 0.3549
C 0.60967 -0.63797 2.81471 -0.5450
C -0.77356 -0.50172 2.57254 0.9194
C -1.57999 0.35780 3.28457 -1.1309
N 1.40325 -1.62521 2.05517 0.5413
O 2.55492 -1.77595 2.43211 -0.5183
O 0.91635 -2.27453 1.14258 -0.2216
H -1.63469 1.70509 4.85207 0.4145
H 0.99955 1.54096 5.37849 0.4154
H 2.23369 0.04724 4.14887 0.1739
H -1.30503 -1.13183 1.87475 0.2016
H -2.65321 0.36247 3.16383 0.6589
C 3.94341 -0.32643 -7.06055 -0.4149
C 4.26291 -1.66518 -7.25348 -0.6319
C 4.03790 -2.53075 -6.21724 -0.3908
C 3.48227 -2.09311 -4.95822 0.1604
C 3.25204 -0.74013 -4.80320 0.1141
C 3.39384 0.10590 -5.84038 -0.6398
N 3.14712 -3.08541 -3.92412 0.7947
O 2.16460 -2.92734 -3.19833 -0.4384
O 3.80861 -4.12158 -3.89290 -0.5516
H 4.20553 0.44139 -7.77338 0.4006
H 4.70441 -2.02587 -8.17074 0.4175
H 4.25036 -3.57636 -6.38448 0.4241
H 2.81911 -0.46660 -3.85233 0.2290
H 2.99846 1.10412 -5.72358 0.4468
C -4.00659 2.41703 0.84358 0.3286
C -4.11037 3.20949 -0.26222 -0.3131
C -4.86559 4.36325 -0.29155 -0.2555
C -5.55884 4.72928 0.84584 0.0229
C -5.65823 3.89301 1.94862 -0.8008
C -4.82395 2.76355 1.96835 -0.4942
N -6.22716 6.08776 0.78417 0.9368
O -7.03037 6.37917 1.69553 -0.5750
O -6.01095 6.81189 -0.17807 -0.5560
H -3.46745 1.48753 0.73512 0.2666
H -3.44726 2.97356 -1.08138 0.3519
H -4.85023 4.88271 -1.23829 0.3922
H -6.14494 4.39309 2.77289 0.4168
H -4.79095 2.11207 2.82909 0.3958